The following is a DFT calculation (ωB97M-V/def2-TZVPD) of 2 unconnected molecules or ions with the total composition C8H12N2S at a distorted geometry.

LUMO (alpha / beta): -0.49 / -0.48 eV
Highest occupied orbital energy (alpha / beta): -8.22 / -8.22 eV
Gap between HOMO and LUMO (alpha / beta): 7.7349 / 7.7362 eV
ΔE to the lowest compared entry with this formula, charge and spin: 95.6 kcal per mole
E: -22301.7135 eV

Element x y z (Å)
C  0.9766  1.7117  4.3463
C  0.9785  1.3770  3.0364
C  -1.0968  1.2337  3.9034
C  -0.8594  0.7507  1.6242
C  -0.5407  0.5245  -2.1447
C  -0.3625  -1.9162  -1.5143
C  0.5114  -0.2228  -0.0949
C  -0.5724  -0.4825  -1.0407
N  -0.2532  1.5900  4.8839
N  -0.3194  1.0380  2.7882
S  -2.3676  0.3338  1.2880
H  1.7586  1.7842  5.0884
H  1.8415  1.6186  2.3532
H  -2.1661  0.9968  3.8934
H  -1.4491  0.5047  -2.7934
H  -0.4525  1.5761  -1.8534
H  0.2214  0.3532  -2.9014
H  0.5081  -1.9857  -2.1707
H  -0.2439  -2.5515  -0.6371
H  -1.2061  -2.3270  -2.1346
H  1.2556  0.6351  -0.2045
H  0.6946  -1.1996  0.4414
H  -1.6230  -0.3955  -0.5400

Forces on the atoms, in the same order (eV/Å):
C 0.5924 -0.8332 0.9607
C 2.4097 1.1875 0.1034
C 2.4980 0.3210 2.3142
C 0.1749 -2.7941 -4.0060
C -1.2447 0.8748 -2.1908
C -1.1574 -0.6105 -1.0387
C -1.0880 0.9024 2.7834
C -0.1602 0.3970 -0.2538
N -3.5184 -0.3806 -0.2149
N -0.6800 0.9768 -0.6670
S -0.2678 0.5899 0.3791
H 0.4532 0.6396 -0.6029
H -1.6307 -1.0331 0.3193
H 0.7227 0.2583 0.2313
H 0.2235 -0.1337 0.6710
H 0.0437 -0.2396 0.4300
H 0.5959 -0.2056 0.2291
H 0.1808 -0.0550 0.2649
H 0.0351 -0.2702 -0.2069
H 0.5125 0.5048 0.6753
H -1.0053 -1.6702 0.1340
H 0.8085 1.7325 -0.0514
H 1.5014 -0.1584 -0.2633

The following is a DFT calculation (ωB97M-V/def2-TZVPD) of a molecular structure, C8H12N3 at a distorted geometry.

LUMO: -4.12 eV
Highest occupied orbital energy: -11.78 eV
Charge: +1
Gap between HOMO and LUMO: 7.6619 eV
ΔE to the lowest compared entry with this formula, charge and spin: 109.3 kcal per mole
E: -12950.0728 eV

Element x y z (Å)
C  0.7068  -2.2153  0.1977
C  0.8651  -2.8457  -1.0140
C  1.3265  -0.7568  -2.1382
C  0.9874  -0.0902  -0.9848
C  0.6555  -0.8215  0.1322
C  0.7994  1.3830  -0.7549
C  -0.3716  0.1847  2.3940
C  -1.4003  1.6035  0.0691
N  1.2724  -2.1397  -2.1010
N  0.3264  0.7267  1.3169
N  -0.0391  1.5380  0.3751
H  0.6316  -2.7209  1.1184
H  0.7277  -3.9158  -1.0308
H  1.6225  -0.2866  -3.0081
H  1.8370  1.6005  -0.5041
H  0.4325  1.8525  -1.6509
H  -1.3208  -0.0672  2.1406
H  0.1215  -0.7097  2.6019
H  -0.2922  0.7693  3.2373
H  -1.7529  2.5873  -0.2865
H  -1.8257  0.8546  -0.5741
H  -1.9392  1.5664  1.0588
H  1.3675  -2.6996  -3.0553

Forces on the atoms, in the same order (eV/Å):
C 0.0175 2.1033 -0.9779
C 0.8502 0.1557 0.3120
C -0.6016 -1.7753 2.4253
C -1.3031 -1.5855 -0.2578
C -0.0124 0.9780 1.4420
C 2.0607 -0.0712 -0.3038
C 0.2823 0.1574 -0.4960
C -3.5725 1.4884 1.6719
N -0.6776 -1.0456 -2.5636
N 4.8245 -3.3559 -2.0570
N -0.6724 1.3318 -0.5992
H -0.5032 -0.8144 0.7529
H 0.2951 -0.1102 -0.7485
H 0.5676 0.5857 -1.8639
H -0.0050 1.2128 -0.0034
H -0.0412 0.6712 0.0095
H -3.2958 -0.6096 -0.2152
H 0.8969 -1.3879 0.5927
H -0.0875 1.6546 1.8701
H 0.7143 -0.2914 -0.2505
H 0.0829 -0.7762 -0.4309
H 0.2906 -0.2196 -1.0766
H -0.1101 1.7040 2.7677

The following is a DFT calculation (ωB97M-V/def2-TZVPD) of 2 unconnected molecules or ions with the total composition C8H12N4 at a distorted geometry.

LUMO: 0.72 eV
Highest occupied orbital energy: -8.11 eV
Gap between HOMO and LUMO: 8.8258 eV
ΔE to the lowest compared entry with this formula, charge and spin: 35.8 kcal per mole
E: -14449.9976 eV

Element x y z (Å)
C  2.6067  -2.7958  2.2813
C  -0.6701  -2.3772  1.0106
C  1.2455  -1.4044  0.4860
C  1.4436  -2.3823  1.4667
N  -0.1983  -1.2225  0.4702
N  0.2364  -3.0660  1.6335
H  -0.6269  -0.6847  -0.2424
H  -1.7580  -2.5390  1.1568
H  1.9831  -0.7570  0.0090
H  3.5141  -3.1444  1.8143
H  2.1279  -3.5192  3.0306
H  2.9380  -1.9341  2.9116
C  -2.7709  1.2478  -1.3741
C  -1.4110  1.8244  -1.4192
C  0.7911  1.9612  -1.3883
C  -1.0949  3.1205  -1.3101
N  -0.1754  1.0923  -1.5063
N  0.2829  3.2835  -1.3848
H  1.8636  1.8820  -1.5167
H  -2.6174  0.2669  -0.8421
H  -3.3064  1.1657  -2.3141
H  0.6572  4.1232  -0.9809
H  -1.6769  4.0767  -1.3161
H  -3.3841  1.7824  -0.6755

Forces on the atoms, in the same order (eV/Å):
C -0.6969 0.2033 2.3200
C -1.4573 0.7250 1.0879
C -1.0067 0.2759 2.4788
C -1.0027 0.0931 -2.8308
N 3.1027 -1.8000 -0.9448
N 0.4345 0.3291 0.8107
H -0.4068 0.5183 -0.7131
H 0.9062 -0.0498 -0.4764
H -0.6988 0.0443 0.2447
H -0.0426 -0.5163 -0.4231
H 1.2352 0.5896 -1.1192
H -0.2532 -0.4619 -0.4295
C 0.6647 -1.8203 1.1331
C 1.6800 0.0013 -0.2769
C -0.8937 2.1254 -0.8506
C 0.0973 2.6510 -0.5527
N -0.8151 0.4672 0.4458
N -0.8286 -1.9899 0.7039
H -0.1818 -0.6997 0.2560
H -0.6311 0.4551 -0.9891
H 0.1962 -0.2941 -0.1433
H 0.7121 -0.0933 -0.1653
H 0.2265 -1.3778 0.2271
H -0.3400 0.6243 0.2067

The following is a DFT calculation (ωB97M-V/def2-TZVPD) of a molecular structure, C8H12N4O at a distorted geometry.

LUMO: 0.19 eV
Highest occupied orbital energy: -8.98 eV
Gap between HOMO and LUMO: 9.1691 eV
ΔE to the lowest compared entry with this formula, charge and spin: 242.6 kcal per mole
E: -16487.2907 eV

Element x y z (Å)
C  0.7907  -0.4176  1.7043
C  -0.4820  0.5402  1.4857
C  -0.7483  0.8196  -0.0666
C  -1.6779  -0.0021  -0.7015
C  -2.1645  0.4230  -1.8074
C  -1.7746  1.5064  -2.6689
C  -0.6139  2.2111  -2.1498
C  -0.2008  1.8148  -0.8459
H  0.0510  -2.0472  -0.5111
H  -1.1481  -3.2398  0.5958
H  1.4048  -2.2378  1.6498
H  -0.0066  1.4904  1.7131
H  -1.4569  0.2960  1.9889
H  -1.9730  -1.1960  -0.2511
H  -2.8687  -0.4077  -2.3769
H  -2.4198  2.0040  -3.5580
H  -0.0112  3.1311  -2.7067
H  0.7382  2.5099  -0.3551
H  3.9693  0.0800  1.8730
H  2.6254  -1.0535  -0.1745
N  -0.5986  -2.1646  0.6112
N  0.5275  -1.8589  1.7916
N  1.8775  0.0640  1.9649
N  3.1847  -0.6310  2.0326
O  2.9758  -1.6343  0.7625

Forces on the atoms, in the same order (eV/Å):
C -5.5021 -3.5215 0.0947
C 2.1043 0.2679 -2.0620
C 0.0334 -1.4285 1.6163
C 0.6408 -4.1663 4.8444
C -4.5874 -1.3101 -8.8555
C 1.0138 2.5835 0.8643
C -0.6587 0.4624 -1.1663
C 3.4151 3.0555 1.2604
H -2.5296 -0.9419 4.4063
H 3.0320 3.5449 0.5446
H 1.8543 -1.9068 -0.9308
H -0.5662 0.2509 1.0681
H 1.4026 0.0769 -0.3359
H 0.6929 4.5403 -1.1806
H 1.2192 2.4606 1.4166
H 1.7483 -1.9208 2.0603
H -1.9466 -2.6572 1.5142
H -2.7962 -2.0703 -1.2690
H -1.8231 -1.0960 -0.6832
H 1.6282 -1.8783 4.3496
N 3.1780 -2.1056 -1.8703
N -4.5999 2.1309 -2.0077
N 5.8478 3.2112 0.8971
N -3.5544 -1.0742 -2.6989
O 0.7535 3.4925 -1.8767

The following is a DFT calculation (ωB97M-V/def2-TZVPD) of C8H12N4O3 in the gas phase at a distorted geometry.

LUMO: 0.62 eV
Highest occupied orbital energy: -8.94 eV
Gap between HOMO and LUMO: 9.5558 eV
ΔE to the lowest compared entry with this formula, charge and spin: 13.3 kcal per mole
E: -20594.1402 eV

Element x y z (Å)
C  -0.8113  -1.9757  0.2607
C  0.3018  -1.4858  -0.6258
C  -2.1026  -1.3056  -0.1806
C  -2.0045  0.1518  -0.0762
C  -2.8164  1.0323  -0.7872
C  -1.4422  2.0979  0.5620
C  2.5593  -0.5872  -0.4106
C  2.8172  0.8346  0.0575
H  -0.7594  -2.7169  2.1831
H  -0.9695  -0.9469  2.0818
H  -1.1053  -2.9687  0.0221
H  -2.9081  -1.5055  0.4874
H  -2.4594  -1.6334  -1.1467
H  -3.4315  0.8533  -1.6277
H  -1.0220  2.9213  1.0598
H  -2.5741  3.1156  -0.8779
H  1.2846  -1.2516  1.0430
H  3.4869  -1.1526  -0.2310
H  2.3759  -0.4909  -1.4700
H  1.1200  0.8235  0.9595
N  -0.5437  -1.8363  1.6994
N  -1.2136  0.7955  0.8470
N  -2.3655  2.2639  -0.4073
N  1.4401  -1.3116  0.0731
O  0.1687  -1.2648  -1.8400
O  3.7604  1.4917  -0.3634
O  1.9125  1.3979  0.8574

Forces on the atoms, in the same order (eV/Å):
C -1.6004 0.3305 0.4132
C 0.0939 0.2846 -1.7232
C 0.0106 0.6860 0.3894
C -1.5779 1.0619 -0.8104
C 2.2787 -0.8195 0.7675
C -0.2513 -1.5051 0.0436
C 1.0177 -0.2867 -0.7437
C 0.9970 1.4091 -1.0138
H -0.0745 1.0836 -0.0394
H 0.5704 -1.8085 -0.4093
H 0.8432 -1.4201 -0.0500
H -0.5256 -1.0660 0.8522
H 0.3342 0.0806 -0.4163
H -0.5260 -0.0023 -0.4972
H 0.6131 0.7765 0.5088
H -0.1773 0.5403 0.0450
H -0.3107 -0.6450 1.4749
H -0.2098 0.2439 -0.2757
H 0.4309 -0.0110 -0.5692
H 0.2770 0.3673 -0.0312
N -0.4066 0.3546 0.1564
N -0.5446 1.9247 -1.5272
N 0.1810 -0.2141 0.5847
N 0.3487 0.8184 -0.1318
O 0.2024 -0.4603 1.7678
O -1.3252 -1.4116 0.8868
O -0.6688 -0.3119 0.3479

The following is a DFT calculation (ωB97M-V/def2-TZVPD) of C8H12N4O5 in the gas phase at a distorted geometry.

LUMO: 0.52 eV
Highest occupied orbital energy: -10.07 eV
Gap between HOMO and LUMO: 10.5942 eV
ΔE to the lowest compared entry with this formula, charge and spin: 0.0 kcal per mole
E: -24688.4911 eV

Element x y z (Å)
N  -5.0658  -0.7259  0.6300
C  -4.3075  0.3280  0.2621
O  -4.7083  1.4690  0.2020
C  -2.9184  -0.0867  -0.0584
N  -1.9583  0.7336  -0.4313
N  -0.8997  -0.0588  -0.6072
C  -1.2491  -1.3306  -0.3336
N  -2.5097  -1.3819  0.0111
H  -0.5844  -2.1638  -0.4025
C  0.3601  0.5287  -1.0007
O  1.3251  -0.4667  -1.1798
C  2.4900  -0.1648  -0.4084
H  3.1842  0.4371  -1.0118
C  3.1702  -1.4671  0.0216
O  2.2690  -2.3553  0.6206
H  1.5901  -2.5578  -0.0312
H  3.6539  -1.9287  -0.8485
H  3.9270  -1.2301  0.7716
C  1.9810  0.6833  0.7749
O  2.9553  1.4589  1.3801
H  3.1015  2.2366  0.8226
H  1.5657  0.0175  1.5385
C  0.8609  1.5023  0.0955
O  1.4536  2.6543  -0.4498
H  0.7643  3.2632  -0.7349
H  0.0474  1.7634  0.7797
H  0.1907  1.0736  -1.9446
H  -6.0304  -0.5857  0.8753
H  -4.6584  -1.6458  0.6569

Forces on the atoms, in the same order (eV/Å):
N -0.1697 -0.3191 0.0938
C -0.3986 0.1169 0.0973
O 0.1452 0.1559 -0.0614
C 0.9863 -0.2116 -0.2531
N -0.3057 0.7167 -0.0668
N -0.5589 -0.7338 0.2480
C 0.0798 0.1608 -0.0607
N -0.3070 -0.2289 0.1237
H 0.2024 -0.1553 -0.0456
C 0.3151 0.9258 -0.1914
O -0.1641 -0.2941 0.0281
C 0.4030 0.0205 0.5700
H -0.0312 -0.0555 0.0826
C 0.0381 0.4562 -0.4976
O -0.3615 -0.2538 0.2447
H 0.0406 -0.0295 0.0145
H 0.0524 0.0393 0.0937
H 0.0379 0.0464 -0.1283
C -0.4870 -0.2202 -0.6734
O 0.4302 0.2794 0.1537
H -0.0467 -0.0358 0.0723
H -0.0481 0.0612 -0.1460
C -0.2247 -0.4510 0.3349
O 0.1780 0.1093 -0.2150
H 0.0432 -0.0032 0.0497
H 0.1013 -0.0439 -0.1173
H 0.0253 -0.1539 0.2749
H 0.0664 0.0784 -0.0297
H -0.0420 0.0228 0.0045

The following is a DFT calculation (ωB97M-V/def2-TZVPD) of 2 unconnected molecules or ions with the total composition C8H12NO2 at a distorted geometry.

LUMO: -3.50 eV
Highest occupied orbital energy: -12.51 eV
Charge: +1
Gap between HOMO and LUMO: 9.0021 eV
ΔE to the lowest compared entry with this formula, charge and spin: 76.7 kcal per mole
E: -14064.7982 eV

Element x y z (Å)
C  0.0931  -0.5730  1.4339
C  1.6659  3.7163  -0.5986
C  0.6980  -1.8248  1.0601
C  -0.0825  -2.4543  -0.1799
C  -0.9790  -1.4540  -1.0139
C  -0.4028  -0.0356  -0.9303
C  -0.1045  0.2963  0.4240
C  2.7468  4.4070  -0.6361
N  -1.2469  1.0453  -0.2630
O  -0.2305  -0.3377  2.7698
O  0.6025  3.3114  -0.7615
H  1.7359  -1.5369  0.5821
H  0.7699  -2.5050  1.9029
H  0.7579  -2.9795  -0.7772
H  -0.9166  -3.0983  0.1528
H  -0.9108  -1.7529  -2.1132
H  -2.0238  -1.4564  -0.8084
H  0.2914  0.3383  -1.7129
H  -0.8138  0.4713  2.8587
H  3.6848  4.1630  -0.1007
H  2.8684  5.2910  -1.2522
H  -0.8968  1.9506  -0.5847
H  -2.2397  0.8950  0.0449

Forces on the atoms, in the same order (eV/Å):
C -1.8020 2.7883 2.5019
C 0.7350 1.7232 -0.9590
C 1.8506 -0.2922 -2.2579
C -0.2746 -0.1652 -0.1493
C 2.6258 0.1588 -2.8546
C 0.4501 -0.9175 -0.1421
C -0.8242 0.2517 -0.2053
C 2.8006 0.1362 0.9299
N 0.9689 -0.5161 1.0604
O -0.4377 0.3435 -1.9535
O -1.9973 -1.6911 0.3494
H -1.6530 -0.8730 1.4374
H 0.3041 -0.0409 -0.0931
H -2.0351 0.6262 0.6526
H 1.2237 -0.6329 0.1772
H -0.2091 0.1468 1.3904
H -0.7257 -0.1212 0.7387
H -0.9651 -0.0986 0.2820
H 1.0636 -1.1791 -0.1893
H -0.9932 -0.1541 -0.1967
H -0.6329 -0.1387 -0.1182
H -0.7791 0.3735 0.3269
H 1.3066 0.2723 -0.7279

The following is a DFT calculation (ωB97M-V/def2-TZVPD) of 2 unconnected molecules or ions with the total composition C8H12NOP at a distorted geometry.

LUMO: 0.35 eV
Highest occupied orbital energy: -8.70 eV
Gap between HOMO and LUMO: 9.0558 eV
ΔE to the lowest compared entry with this formula, charge and spin: 97.9 kcal per mole
E: -21311.9959 eV

Element x y z (Å)
C  -0.6973  3.0624  0.3846
C  -0.1256  2.0920  -0.3031
C  0.8063  0.0338  -1.5585
C  0.3264  1.0020  -0.7952
C  2.6817  -0.1838  0.1480
C  2.0786  -0.5754  1.4269
C  -3.1575  -0.1016  -0.6101
C  1.9672  -0.7898  -1.0366
N  -2.1182  -0.8096  -0.5034
O  3.5985  0.5994  0.0862
P  -1.6237  -1.7428  0.7574
H  -1.5191  3.6878  -0.0755
H  0.2714  -0.2654  -2.5486
H  2.3491  0.0952  2.2669
H  2.4367  -1.5284  1.8009
H  0.9551  -0.7009  1.3722
H  -3.8500  0.0877  0.2935
H  -0.3648  3.4646  1.3825
H  -3.5134  0.3820  -1.4905
H  2.6010  -1.1120  -1.8442
H  1.5124  -1.7419  -0.6441
H  -2.8141  -1.9437  1.4167
H  -1.8006  -3.0114  0.0738

Forces on the atoms, in the same order (eV/Å):
C -0.3999 1.4288 0.0199
C -0.4868 -0.5765 0.9675
C -0.6135 -0.0005 -0.2838
C 0.0286 0.8715 -1.3645
C 0.0812 0.7304 -0.2785
C -1.4321 0.0028 2.2706
C -0.5193 -0.2574 2.7609
C -1.0969 -1.5175 -0.1654
N -1.3337 1.0316 -2.3453
O 0.0693 -0.2488 -0.4362
P 1.0763 -1.4385 0.4644
H 0.8913 -0.9741 0.4554
H 1.1269 0.5878 1.9260
H -0.2302 0.0533 -0.7277
H 0.2217 -0.5466 -0.3992
H 1.2442 0.3112 -0.0416
H 0.7910 -0.4030 -1.0525
H -0.0631 -0.7820 -1.1895
H 0.3659 0.3453 -0.9509
H 0.5767 0.2364 -0.3185
H 0.3191 0.5482 -0.3990
H -0.9472 -0.0038 0.7983
H 0.3306 0.6014 0.2896

Please write out number 1 again, unchanged.
The following is a DFT calculation (ωB97M-V/def2-TZVPD) of 2 unconnected molecules or ions with the total composition C8H12N2S at a distorted geometry.

LUMO (alpha / beta): -0.49 / -0.48 eV
Highest occupied orbital energy (alpha / beta): -8.22 / -8.22 eV
Gap between HOMO and LUMO (alpha / beta): 7.7349 / 7.7362 eV
ΔE to the lowest compared entry with this formula, charge and spin: 95.6 kcal per mole
E: -22301.7135 eV

Element x y z (Å)
C  0.9766  1.7117  4.3463
C  0.9785  1.3770  3.0364
C  -1.0968  1.2337  3.9034
C  -0.8594  0.7507  1.6242
C  -0.5407  0.5245  -2.1447
C  -0.3625  -1.9162  -1.5143
C  0.5114  -0.2228  -0.0949
C  -0.5724  -0.4825  -1.0407
N  -0.2532  1.5900  4.8839
N  -0.3194  1.0380  2.7882
S  -2.3676  0.3338  1.2880
H  1.7586  1.7842  5.0884
H  1.8415  1.6186  2.3532
H  -2.1661  0.9968  3.8934
H  -1.4491  0.5047  -2.7934
H  -0.4525  1.5761  -1.8534
H  0.2214  0.3532  -2.9014
H  0.5081  -1.9857  -2.1707
H  -0.2439  -2.5515  -0.6371
H  -1.2061  -2.3270  -2.1346
H  1.2556  0.6351  -0.2045
H  0.6946  -1.1996  0.4414
H  -1.6230  -0.3955  -0.5400

Forces on the atoms, in the same order (eV/Å):
C 0.5924 -0.8332 0.9607
C 2.4097 1.1875 0.1034
C 2.4980 0.3210 2.3142
C 0.1749 -2.7941 -4.0060
C -1.2447 0.8748 -2.1908
C -1.1574 -0.6105 -1.0387
C -1.0880 0.9024 2.7834
C -0.1602 0.3970 -0.2538
N -3.5184 -0.3806 -0.2149
N -0.6800 0.9768 -0.6670
S -0.2678 0.5899 0.3791
H 0.4532 0.6396 -0.6029
H -1.6307 -1.0331 0.3193
H 0.7227 0.2583 0.2313
H 0.2235 -0.1337 0.6710
H 0.0437 -0.2396 0.4300
H 0.5959 -0.2056 0.2291
H 0.1808 -0.0550 0.2649
H 0.0351 -0.2702 -0.2069
H 0.5125 0.5048 0.6753
H -1.0053 -1.6702 0.1340
H 0.8085 1.7325 -0.0514
H 1.5014 -0.1584 -0.2633